Here is a 2-piece molecular cluster, C30H49F6N2O10S overall from the OMol25 dataset. Energies are from wB97M-V/def2-TZVPD.

HOMO energy = -2.969 eV
Gap between HOMO and LUMO = 3.9 eV
Largest force on an atom = 0.0269 Eh/bohr
Charge = -1

XYZ file:
```
98
C30H49F6N2O10S (wB97M-V/def2-TZVPD)
C 2.723 -3.565 1.196
C 2.961 -2.435 2.142
O 3.933 -2.322 2.787
O 1.964 -1.449 2.197
C 0.857 -1.857 2.880
O 0.921 -2.796 3.617
C -0.352 -1.003 2.668
C -1.277 -1.333 1.451
C -2.415 -2.238 1.983
C -1.979 -3.395 2.862
O -1.128 -4.281 2.147
C -3.222 -4.194 3.382
F -3.219 -5.478 2.989
F -4.396 -3.645 3.052
F -3.181 -4.226 4.742
C -0.422 -1.889 0.318
N -0.975 -1.759 -1.084
C 0.210 -1.987 -1.953
N -0.128 -2.141 -3.355
C -1.978 -2.832 -1.405
C -1.513 -4.274 -1.280
C -2.687 -5.185 -1.698
S -3.401 -6.137 -0.314
C -1.658 -0.406 -1.312
C -0.809 0.674 -1.971
C 0.288 1.333 -1.114
C 1.385 2.022 -1.940
C 2.110 1.085 -2.912
C 2.415 2.588 -0.927
C 3.350 1.540 -0.313
C 4.698 1.470 -1.002
C 5.430 0.353 -1.073
C 5.322 -0.744 -0.054
C 6.449 0.111 -2.154
C -2.454 0.093 -0.074
O -3.738 -0.503 -0.021
C -2.727 1.629 -0.270
O -2.217 2.396 0.533
O -3.449 1.829 -1.269
O -1.806 -0.074 1.138
H 2.361 -3.219 0.232
H 1.981 -4.218 1.657
H 3.644 -4.128 1.117
H -0.932 -1.049 3.584
H -0.050 0.036 2.544
H -3.080 -2.614 1.211
H -3.031 -1.585 2.600
H -1.495 -3.075 3.780
H -0.546 -4.703 2.791
H 0.486 -1.291 0.291
H -0.112 -2.906 0.526
H 0.731 -2.885 -1.622
H 0.925 -1.180 -1.805
H -0.922 -1.581 -3.629
H 0.669 -1.906 -3.928
H -2.326 -2.707 -2.425
H -2.861 -2.703 -0.786
H -0.707 -4.490 -1.980
H -1.153 -4.537 -0.292
H -2.322 -5.924 -2.403
H -3.485 -4.612 -2.162
H -2.551 -5.755 0.642
H -2.458 -0.614 -2.019
H -1.472 1.460 -2.316
H -0.333 0.324 -2.888
H 0.768 0.650 -0.409
H -0.171 2.109 -0.506
H 0.957 2.875 -2.466
H 1.535 0.924 -3.825
H 2.374 0.132 -2.457
H 3.044 1.551 -3.224
H 1.854 3.067 -0.126
H 3.004 3.362 -1.419
H 3.496 1.739 0.754
H 2.917 0.541 -0.359
H 5.077 2.376 -1.466
H 4.908 -1.672 -0.464
H 4.782 -0.435 0.834
H 6.340 -0.994 0.254
H 6.424 -0.937 -2.454
H 6.280 0.731 -3.028
H 7.459 0.269 -1.763
H -4.208 -0.140 -0.788
C -2.698 5.721 -0.086
C -2.500 5.602 1.420
O -1.442 6.374 1.954
C -1.671 7.805 2.219
O -2.755 8.085 2.867
C -1.554 8.646 0.905
F -0.598 8.186 0.040
F -1.172 9.915 1.202
F -2.681 8.764 0.180
H -1.735 5.741 -0.600
H -3.277 4.867 -0.448
H -3.244 6.624 -0.353
H -2.220 4.568 1.625
H -3.436 5.788 1.957
H -0.699 8.058 2.720
```



Here is C41H50GaIN2O2 as an isolated structure from the OMol25 dataset. Energies are from wB97M-V/def2-TZVPD.

HOMO energy (spin up / spin down) = -7.960 / -7.785 eV
Gap between HOMO and LUMO (spin up / spin down) = 5.9 / 5.6 eV
Relative energy (zero: lowest compared OMol25 entry of this formula, charge and spin) = 2.42 kcal per mole
Largest force on an atom = 0.0097 Eh/bohr

XYZ file:
```
97
C41H50GaIN2O2 (wB97M-V/def2-TZVPD)
Ga 0.486 0.172 0.194
C -3.246 -4.990 -3.826
C -2.070 -5.286 -2.881
C -1.054 -6.191 -3.593
C -2.609 -6.027 -1.659
C -1.401 -3.970 -2.498
C -1.303 -3.541 -1.225
C -0.671 -2.286 -0.939
N -0.503 -1.723 0.239
C -0.979 -2.019 1.447
C -2.031 -2.923 1.772
C -2.396 -3.113 3.061
C -1.659 -2.413 4.082
C -0.680 -1.486 3.857
C -0.365 -1.198 2.480
O 0.431 -0.274 2.140
C 0.063 -0.766 4.986
C -0.188 0.750 4.916
C -0.401 -1.262 6.359
C 1.570 -1.050 4.860
C -3.599 -4.007 3.389
C -4.874 -3.315 2.881
C -3.454 -5.369 2.696
C -3.746 -4.253 4.892
C -0.085 -1.489 -2.017
O 0.487 -0.412 -1.730
C -0.212 -1.957 -3.380
C -0.849 -3.144 -3.553
C 0.363 -1.139 -4.539
C -0.285 0.256 -4.561
C 0.083 -1.811 -5.884
C 1.889 -1.011 -4.377
H -3.767 -5.918 -4.076
H -2.912 -4.533 -4.761
H -3.959 -4.310 -3.352
H -1.526 -7.138 -3.870
H -0.205 -6.408 -2.939
H -0.669 -5.732 -4.507
H -3.086 -6.955 -1.980
H -3.359 -5.432 -1.128
H -1.810 -6.288 -0.959
H -1.657 -4.152 -0.413
H -2.588 -3.403 0.981
H -1.920 -2.618 5.112
H -1.260 0.965 4.951
H 0.221 1.187 4.008
H 0.282 1.235 5.777
H -1.464 -1.061 6.528
H 0.162 -0.735 7.131
H -0.221 -2.334 6.490
H 1.976 -0.660 3.927
H 1.763 -2.126 4.906
H 2.105 -0.574 5.688
H -4.831 -3.149 1.801
H -5.006 -2.343 3.366
H -5.755 -3.929 3.099
H -3.480 -5.278 1.607
H -4.275 -6.028 2.990
H -2.512 -5.849 2.974
H -3.939 -3.326 5.438
H -2.857 -4.728 5.316
H -4.595 -4.918 5.065
H -0.944 -3.518 -4.565
H -1.374 0.173 -4.626
H 0.070 0.806 -5.439
H -0.035 0.832 -3.673
H -0.990 -1.939 -6.060
H 0.572 -2.787 -5.965
H 0.477 -1.179 -6.682
H 2.158 -0.486 -3.460
H 2.300 -0.450 -5.223
H 2.357 -1.999 -4.365
N -0.744 1.572 0.110
C -1.817 1.856 -0.475
C -2.570 0.864 -1.338
C -2.926 -0.383 -0.836
C -3.502 -1.344 -1.661
C -3.717 -1.069 -3.006
C -3.380 0.180 -3.513
C -2.824 1.145 -2.681
C -2.378 3.258 -0.398
C -3.744 3.504 -0.512
C -4.242 4.797 -0.388
C -3.371 5.856 -0.168
C -2.005 5.616 -0.064
C -1.514 4.323 -0.172
H -2.760 -0.592 0.216
H -3.779 -2.310 -1.254
H -4.152 -1.822 -3.655
H -3.553 0.406 -4.559
H -2.563 2.120 -3.079
H -4.425 2.680 -0.694
H -5.308 4.977 -0.466
H -3.756 6.867 -0.080
H -1.322 6.440 0.105
H -0.455 4.117 -0.072
I 2.870 0.971 0.189
```



Here is C54H50As2ClN2OOsP as an isolated structure from the OMol25 dataset. Energies are from wB97M-V/def2-TZVPD.

HOMO energy (spin up / spin down) = -18.203 / -18.206 eV
Spin multiplicity = 5
Gap between HOMO and LUMO (spin up / spin down) = 7.0 / 5.1 eV
Relative energy (zero: lowest compared OMol25 entry of this formula, charge and spin) = 28.49 kcal per mole
Largest force on an atom = 0.0471 Eh/bohr
Charge = +4
<S²> = 6.031

XYZ file:
```
112
C54H50As2ClN2OOsP (wB97M-V/def2-TZVPD)
Os -0.694 -0.935 -0.014
Cl -2.859 -1.964 0.029
C -2.766 -3.689 -0.021
C -3.921 -4.447 -0.039
C -3.802 -5.828 -0.100
C -2.549 -6.423 -0.121
C -1.399 -5.652 -0.094
C -1.499 -4.260 -0.055
P -0.027 -3.198 -0.138
C 0.758 -3.668 -1.714
C 0.068 -4.443 -2.655
C 0.704 -4.833 -3.819
C 2.006 -4.427 -4.082
C 2.681 -3.623 -3.172
C 2.056 -3.232 -2.004
C 0.949 -3.685 1.326
C 2.312 -3.383 1.401
C 3.058 -3.818 2.479
C 2.448 -4.516 3.513
C 1.084 -4.780 3.463
C 0.326 -4.349 2.389
H -4.894 -3.982 -0.013
H -4.694 -6.435 -0.132
H -2.466 -7.497 -0.172
H -0.422 -6.112 -0.121
H -0.952 -4.759 -2.484
H 0.197 -5.472 -4.526
H 2.487 -4.727 -4.999
H 3.698 -3.313 -3.365
H 2.587 -2.592 -1.314
H 2.792 -2.825 0.611
H 4.119 -3.617 2.509
H 3.032 -4.832 4.362
H 0.618 -5.338 4.261
H -0.737 -4.554 2.369
C 0.593 2.595 1.138
C 1.810 1.906 0.548
As 1.483 0.228 -0.479
C 3.394 -0.319 -0.537
C 4.151 -0.395 0.631
C 5.527 -0.564 0.551
C 6.151 -0.683 -0.683
C 5.388 -0.691 -1.840
C 4.016 -0.510 -1.772
C 1.338 0.788 -2.347
C 2.069 1.854 -2.868
C 1.894 2.231 -4.190
C 1.001 1.551 -5.006
C 0.310 0.454 -4.510
C 0.488 0.069 -3.189
As -0.622 3.530 -0.142
C 0.311 5.175 -0.707
C 0.885 5.237 -1.970
C 1.544 6.388 -2.379
C 1.595 7.479 -1.521
C 1.031 7.406 -0.258
C 0.350 6.266 0.152
C -2.076 4.041 1.038
C -2.257 3.477 2.305
C -3.338 3.835 3.088
C -4.289 4.727 2.598
C -4.118 5.303 1.344
C -3.035 4.946 0.563
H 0.905 3.373 1.848
H -0.003 1.851 1.676
H 2.478 1.607 1.368
H 2.378 2.595 -0.092
H 3.667 -0.326 1.603
H 6.112 -0.593 1.459
H 7.224 -0.783 -0.745
H 5.856 -0.826 -2.802
H 3.435 -0.518 -2.689
H 2.808 2.362 -2.255
H 2.469 3.053 -4.591
H 0.863 1.856 -6.033
H -0.366 -0.097 -5.147
H -0.026 -0.815 -2.787
H 0.826 4.386 -2.640
H 1.991 6.439 -3.362
H 2.054 8.400 -1.856
H 1.115 8.236 0.432
H -0.093 6.224 1.138
H -1.525 2.791 2.712
H -3.448 3.418 4.080
H -5.160 4.958 3.191
H -4.843 6.014 0.977
H -2.906 5.383 -0.422
N -6.018 1.768 1.648
C -5.223 1.731 0.827
C -4.199 1.623 -0.149
C -4.351 2.080 -1.458
C -3.284 1.915 -2.326
C -2.149 1.250 -1.885
N -2.013 0.769 -0.639
C -3.010 0.996 0.218
H -5.273 2.541 -1.777
H -3.328 2.270 -3.347
H -1.322 1.087 -2.566
H -2.876 0.676 1.243
C -0.271 -1.327 4.729
C -1.734 -0.885 4.756
C -2.111 -1.019 3.287
O -0.934 -0.645 2.531
C 0.216 -0.728 3.410
H -0.209 -2.415 4.701
H 0.293 -0.962 5.585
H -1.827 0.148 5.093
H -2.353 -1.514 5.390
H -2.945 -0.372 3.005
H -2.371 -2.057 3.050
H 0.593 0.290 3.567
H 0.992 -1.332 2.923
```